(1)
ORCA calculation (wB97M-V/def2-TZVPD) on a structure of composition C67H166BaN11O25 at a distorted geometry.

Calculated values
Kohn-Sham gap   7.3 eV
E   -5160.5300 Ha
F_max   0.1380 hartree/bohr
Highest occupied orbital energy   -9.74 eV
Net charge   +1

Last column: Mulliken charge in e.
CARTESIAN COORDINATES (ANGSTROEM)
Ba -0.57240 3.27651 -0.64003  -0.930
O 0.79206 -0.61663 1.20266  0.455
C 0.32949 0.48423 0.58913  0.276
O -0.66058 1.05689 0.92758  -0.091
O 0.95992 0.97938 -0.32528  0.306
H 0.11468 -0.62996 1.88280  -0.751
C -0.59368 4.99433 6.43110  -0.760
O -0.32195 3.85200 5.62867  -0.249
C -1.44709 2.97058 5.71050  0.044
C -1.02335 1.53112 5.25650  -0.075
N 0.05987 0.90155 5.97191  -0.448
C 0.77965 -0.04388 5.11405  -0.591
C -0.00149 -1.29220 4.61771  -0.544
O -0.59156 -0.94439 3.37009  1.195
C -1.34274 -2.00914 2.71560  -0.359
H -1.20445 5.70656 5.87631  0.059
H 0.36930 5.47949 6.59040  0.302
H -1.08906 4.86293 7.39309  0.399
H -2.29381 3.26872 5.09221  -0.126
H -1.78259 2.87269 6.74295  0.801
H -0.83623 1.55024 4.18285  -0.576
H -1.86749 0.85109 5.37083  0.160
H 0.64822 1.67287 6.25302  0.419
H 1.57674 -0.44804 5.73807  0.494
H 1.26038 0.48804 4.29304  0.110
H -0.73969 -1.64275 5.33901  -0.372
H 0.70813 -2.09580 4.42082  0.739
H -1.97776 -1.51344 1.98134  0.001
H -1.91435 -2.54883 3.47063  -0.453
H -0.66832 -2.69822 2.20723  0.125
C -3.62278 7.19050 3.68610  -0.852
O -4.49114 6.14265 4.15608  -0.278
C -4.53521 6.09713 5.57279  -0.393
C -5.50525 4.92012 6.00618  -0.936
N -4.75989 3.73225 5.56377  0.030
C -5.65219 2.56885 5.42676  -1.315
C -5.00968 1.42912 4.65803  0.134
O -4.81434 1.75228 3.30390  -0.219
C -3.93328 0.80057 2.70779  1.002
H -3.98725 8.10675 4.15057  0.466
H -3.71096 7.30288 2.60550  0.202
H -2.57079 7.11063 3.96004  0.274
H -4.90932 7.04692 5.95495  0.623
H -3.55637 5.90923 6.01400  0.051
H -6.45504 5.02380 5.48153  0.376
H -5.65456 4.85911 7.08418  0.412
H -4.41484 3.95889 4.64199  -0.119
H -6.56676 2.89523 4.93165  0.429
H -5.96979 2.24458 6.41776  0.493
H -5.61849 0.55472 4.88800  0.476
H -4.02010 1.28477 5.09162  -0.281
H -3.76826 1.01540 1.65199  -0.612
H -4.43793 -0.16534 2.72877  -0.168
H -2.97945 0.74355 3.23224  -0.051
C 2.23281 5.44282 -0.99896  -0.925
O 1.69821 4.18575 -1.46101  0.542
C 2.30374 3.79277 -2.71733  -1.570
C 1.50475 2.66955 -3.37393  0.430
N 0.11406 3.02682 -3.39567  0.455
C -0.79279 2.12086 -4.06043  -1.416
C -1.31638 0.96496 -3.15489  0.001
O -2.04356 1.37139 -2.02909  0.684
C -2.70527 0.33282 -1.45911  -0.240
H 2.24658 6.24141 -1.74069  0.397
H 3.19522 5.23622 -0.53079  0.330
H 1.63139 5.79226 -0.15974  0.073
H 3.34453 3.59147 -2.46370  0.462
H 2.22967 4.54423 -3.50340  0.440
H 1.75662 1.72483 -2.89209  -0.673
H 1.82046 2.62012 -4.41603  0.469
H -0.02607 3.99225 -3.65723  0.385
H -0.35998 1.70559 -4.97056  0.135
H -1.63427 2.77279 -4.29493  0.532
H -0.47941 0.40413 -2.73892  0.007
H -1.78708 0.24946 -3.82914  0.511
H -2.00689 -0.42381 -1.10151  -0.203
H -3.51145 -0.10214 -2.04986  0.640
H -3.17686 0.75075 -0.56971  -0.729
C 0.65402 -0.19460 -6.85634  -0.517
O 0.47594 -0.88509 -5.63300  -0.376
C 1.68938 -1.13472 -4.94383  1.034
C 2.85888 -1.75512 -5.69456  0.266
N 2.61030 -3.22033 -6.07737  -0.290
C 3.75237 -3.76615 -6.87000  -0.497
C 5.06960 -3.87977 -6.13335  0.520
O 6.07470 -4.62344 -6.89343  -0.383
C 5.81200 -6.03584 -7.04767  -0.777
H -0.32248 0.07384 -7.25943  0.296
H 1.10951 -0.71816 -7.69688  0.293
H 1.12870 0.76537 -6.65328  -0.097
H 1.42287 -1.69191 -4.04572  -0.056
H 2.13019 -0.20882 -4.57439  -0.478
H 3.69790 -1.62422 -5.01119  -0.962
H 3.09726 -1.08317 -6.51904  0.577
H 1.72809 -3.33005 -6.55671  0.314
H 3.80142 -3.14958 -7.76752  0.305
H 3.44056 -4.76989 -7.15873  0.463
H 4.96014 -4.25718 -5.11664  0.346
H 5.47934 -2.89690 -5.90058  -0.974
H 6.75556 -6.52673 -7.28602  0.293
H 5.26332 -6.31783 -7.94630  0.296
H 5.39423 -6.53752 -6.17481  0.327
C -4.03504 3.99879 -1.35734  -1.010
O -3.27794 3.50281 -0.28013  0.912
C -3.80141 3.98872 0.96067  -1.507
C -2.61719 3.89328 2.00246  0.770
N -1.58783 4.76977 1.47424  0.711
C -0.53040 5.09667 2.48909  -1.047
C 0.50800 3.98990 2.60492  0.781
O 1.31672 3.91812 1.45877  -0.072
C 2.53698 3.17769 1.61572  -0.348
H -3.63207 3.54581 -2.26317  0.097
H -3.86202 5.07128 -1.44640  0.340
H -5.08176 3.74687 -1.18700  0.290
H -4.67564 3.38478 1.20371  0.603
H -4.13341 5.02690 0.95326  0.548
H -2.33227 2.84517 2.09409  -0.346
H -2.99891 4.12284 2.99729  -0.506
H -2.07866 5.60344 1.18410  0.272
H -1.01600 5.30859 3.44165  -0.174
H 0.00348 6.02277 2.27600  0.559
H 0.05934 3.01745 2.80777  -0.730
H 1.15515 4.18769 3.45943  0.841
H 2.35619 2.15193 1.93703  -0.183
H 3.26601 3.71995 2.21785  0.355
H 2.95946 3.09871 0.61404  -0.042
C -5.83735 -1.60689 0.10936  0.042
O -7.08412 -0.98712 -0.16482  -0.358
C -7.41636 -0.74538 -1.53856  -0.462
C -8.73380 0.07031 -1.55162  -0.586
N -9.89819 -0.63164 -1.02124  -0.361
C -11.01651 0.28186 -0.81835  -0.703
C -12.17801 -0.39009 -0.09900  -0.692
O -11.81682 -0.68207 1.26024  -0.285
C -12.77816 -1.45164 1.97412  -0.732
H -5.63081 -1.58767 1.17944  -0.083
H -5.03026 -0.96704 -0.24743  -0.261
H -5.63844 -2.58650 -0.32525  0.451
H -7.59894 -1.67403 -2.07928  0.296
H -6.52102 -0.32553 -1.99703  0.285
H -8.99024 0.35908 -2.57091  0.332
H -8.57636 0.96289 -0.94615  0.361
H -9.76129 -1.05472 -0.11440  0.270
H -11.41067 0.64939 -1.76579  0.400
H -10.81801 1.18371 -0.23924  0.362
H -12.33424 -1.31820 -0.64883  0.347
H -13.10618 0.16974 -0.21388  0.483
H -12.35121 -1.41352 2.97630  0.222
H -12.84513 -2.42964 1.49756  0.311
H -13.73057 -0.92350 2.01968  0.292
C 9.84813 0.70294 -1.66833  -0.309
O 9.16815 0.48218 -0.49631  -0.370
C 7.79695 0.77197 -0.49063  0.378
C 6.99260 0.11364 0.67281  0.177
N 5.64065 0.74242 0.90665  -0.073
C 4.66944 0.79927 -0.18448  1.093
C 4.13034 -0.54425 -0.66697  0.510
O 5.15093 -1.20434 -1.52132  -0.266
C 4.62911 -2.40025 -1.99872  -0.791
H 10.20667 1.73009 -1.73565  0.277
H 9.25874 0.38110 -2.52690  -0.052
H 10.73517 0.07769 -1.76991  0.287
H 7.31968 0.37540 -1.38676  -0.676
H 7.63496 1.84977 -0.50486  0.327
H 7.53705 0.22514 1.61049  -0.015
H 6.89914 -0.95521 0.48063  0.225
H 5.26579 0.21722 1.68366  0.280
H 5.04800 1.40891 -1.00493  0.686
H 3.79934 1.33260 0.19837  -2.570
H 3.28473 -0.31230 -1.31446  0.233
H 3.74924 -1.09701 0.19170  -0.088
H 3.85769 -2.25257 -2.75450  0.121
H 4.26835 -2.94775 -1.12798  0.362
H 5.42231 -2.89397 -2.56013  0.261
C 2.83773 4.91777 -6.34317  -0.817
O 3.78838 3.91884 -5.93955  -0.364
C 3.92640 2.88401 -6.83913  -0.544
C 4.94977 1.86832 -6.22381  -0.887
N 4.41145 1.39882 -4.98492  0.549
C 5.50853 1.12732 -4.00066  0.195
C 6.42434 -0.06102 -4.36176  1.299
O 7.52377 0.25384 -5.21573  -0.453
C 8.18651 -0.83845 -5.80533  -0.507
H 1.81512 4.54217 -6.37920  0.287
H 3.02477 5.44304 -7.27976  0.362
H 2.87690 5.64239 -5.52986  0.228
H 4.25312 3.28222 -7.79975  0.625
H 2.98532 2.38141 -7.06244  0.066
H 5.96122 2.25385 -6.09554  0.429
H 5.06379 0.93273 -6.77133  0.315
H 3.97536 2.25568 -4.67555  -0.460
H 4.97464 0.98723 -3.06074  -0.969
H 6.09981 2.03942 -3.91970  0.840
H 5.94166 -0.93140 -4.80624  -1.342
H 6.91363 -0.46854 -3.47709  0.386
H 8.91859 -1.26309 -5.11843  0.258
H 8.61572 -0.46554 -6.73528  0.315
H 7.51095 -1.60655 -6.18180  0.091
C -3.27683 -4.24617 0.03212  -0.817
O -3.54375 -3.83801 1.37818  0.057
C -4.69299 -4.40249 1.91791  -1.085
C -5.02577 -3.71297 3.24362  0.222
N -4.14685 -4.09570 4.33974  -0.427
C -4.47839 -3.38500 5.55396  -0.065
C -3.41427 -3.83098 6.58138  -0.940
O -2.20345 -3.27156 6.27616  -0.194
C -1.28765 -3.24007 7.36970  -0.899
H -4.08679 -3.92726 -0.62390  0.427
H -3.16369 -5.30647 -0.19389  0.385
H -2.39037 -3.69530 -0.28224  -0.045
H -4.61904 -5.48285 2.04224  0.427
H -5.50004 -4.29890 1.19262  0.682
H -6.08173 -3.88641 3.45089  0.437
H -4.87746 -2.64305 3.09741  -0.527
H -3.24045 -3.73931 4.07231  0.166
H -5.46624 -3.71853 5.87178  0.460
H -4.49262 -2.30904 5.38019  -0.102
H -3.25973 -4.90988 6.56741  0.378
H -3.76660 -3.54704 7.57301  0.527
H -1.54204 -2.48518 8.11369  0.373
H -0.31767 -3.09834 6.89309  0.174
H -1.22445 -4.11154 8.02135  0.426
C 10.44972 -2.58987 5.49659  -0.824
O 9.62274 -1.60085 4.90145  -0.255
C 9.23755 -0.53167 5.72850  -0.779
C 8.19894 0.35636 4.97694  -0.285
N 6.84893 -0.18408 5.11258  -0.451
C 5.94231 0.62069 4.30536  -0.303
C 4.51821 0.08318 4.20430  -0.041
O 4.52560 -0.90972 3.18093  -0.501
C 3.34065 -1.66444 2.99992  -0.414
H 10.57196 -3.39760 4.77496  0.252
H 10.08063 -3.13584 6.36480  0.331
H 11.39571 -2.20387 5.87633  0.311
H 10.16114 -0.04607 6.04358  0.507
H 8.78703 -0.89052 6.65389  0.332
H 8.38391 0.40063 3.90366  0.037
H 8.25119 1.37898 5.35058  0.407
H 7.00053 -1.09762 4.70938  0.315
H 6.34245 0.81830 3.31091  -0.025
H 5.79297 1.58797 4.78512  0.331
H 3.90067 0.91828 3.87361  -0.080
H 4.07977 -0.14280 5.17630  0.556
H 3.18257 -2.40851 3.78060  0.474
H 3.36437 -2.18496 2.04253  0.247
H 2.60997 -0.86001 2.91567  -0.167
C 0.36799 -3.15231 -1.03933  0.127
O -0.25733 -4.36152 -1.62444  -0.518
C -0.86686 -4.22540 -2.92528  0.132
C -1.52697 -5.53727 -3.21596  -0.962
N -2.16162 -5.45901 -4.53399  -0.250
C -2.63253 -6.83225 -4.98368  -0.614
C -3.34144 -6.79952 -6.31157  -0.578
O -4.49703 -6.03882 -5.92813  -0.289
C -5.32259 -5.60877 -6.98834  -0.779
H -0.29667 -2.28842 -1.03390  -0.377
H 1.26529 -2.91926 -1.61259  0.416
H 0.53656 -3.34704 0.01980  0.221
H -0.18934 -4.01688 -3.75328  0.246
H -1.61234 -3.43479 -2.83979  0.049
H -2.22288 -5.87352 -2.44736  0.291
H -0.80918 -6.35679 -3.25131  0.401
H -2.96687 -4.86835 -4.38304  0.225
H -3.34862 -7.15471 -4.22782  0.312
H -1.81919 -7.55625 -5.03278  0.440
H -3.57195 -7.80152 -6.67344  0.393
H -2.80675 -6.28076 -7.10725  0.338
H -6.27703 -5.35759 -6.52570  0.237
H -5.49623 -6.38978 -7.72859  0.309
H -4.88404 -4.74190 -7.48262  0.296

---

(2)
ORCA calculation (wB97M-V/def2-TZVPD) on a structure of composition C6H18ClMnO6 at a distorted geometry.

Calculated values
Kohn-Sham gap (alpha / beta)   6.5 / 3.1 eV
E   -2301.2282 Ha
F_max   0.0650 hartree/bohr
Highest occupied orbital energy (alpha / beta)   -16.18 / -14.96 eV
Net charge   +2
Multiplicity   7

Last column: Mulliken spin population.
CARTESIAN COORDINATES (ANGSTROEM)
Mn 21.46808 22.78689 15.10370  4.926
Cl 19.70153 21.93839 13.53630  0.049
C 21.30180 21.90903 9.92104  0.035
C 21.00046 21.79089 8.36936  0.029
O 19.63648 22.06488 8.05144  0.170
O 21.19553 23.18102 10.44182  0.022
H 22.28494 21.50804 10.16751  0.002
H 20.53141 21.36210 10.46461  -0.009
H 21.28979 20.85496 7.89143  -0.001
H 21.55402 22.61428 7.91803  0.018
H 19.35594 22.93544 8.34304  -0.005
H 20.66314 23.03251 11.22674  0.000
C 17.04830 20.87915 10.80513  0.065
C 16.79708 19.45254 11.46499  0.147
O 17.72618 19.25658 12.55992  0.158
O 16.73373 22.01895 11.55478  0.303
H 16.46104 21.14547 9.92633  0.025
H 18.11861 20.87019 10.59907  0.015
H 16.92501 18.70042 10.68650  -0.008
H 15.75522 19.43771 11.78501  0.037
H 18.01637 20.14569 12.77642  0.005
H 17.53516 22.33278 11.98002  -0.008
C 23.64106 20.17094 15.19769  -0.003
C 24.68501 20.12129 14.10220  0.001
O 25.19622 21.45078 13.87335  0.001
O 22.41089 20.77286 14.96125  0.021
H 24.05740 20.85261 15.93936  0.003
H 23.51176 19.24117 15.75169  0.005
H 24.51603 19.70574 13.10879  0.000
H 25.44086 19.36765 14.32317  0.000
H 26.08725 21.54339 14.21843  0.000
H 21.96779 20.41801 14.18708  -0.003

---

(3)
ORCA calculation (wB97M-V/def2-TZVPD) on a cluster of 12 separate species, C2H20F6O16S2 in total at a distorted geometry.

Calculated values
Kohn-Sham gap   7.3 eV
E   -2687.7224 Ha
F_max   0.1129 hartree/bohr
Energy relative to the best compared isomer or geometry (same formula, charge and spin)   78.94 kcal per mole
Highest occupied orbital energy   -3.63 eV
Net charge   -2

Last column: Mulliken charge in e.
CARTESIAN COORDINATES (ANGSTROEM)
C -6.93835 -2.43782 -2.92385  0.571
F -7.57875 -3.55494 -2.62167  -0.234
F -7.09042 -2.31829 -4.25288  -0.232
F -7.41311 -1.38748 -2.31486  -0.175
S -5.02675 -2.71891 -2.68697  1.075
O -4.58519 -3.80938 -3.58450  -0.668
O -4.38939 -1.44740 -3.09329  -0.669
O -4.79547 -2.99515 -1.26544  -0.668
C -7.97573 4.10378 -4.59152  0.556
F -6.66423 4.17963 -4.27532  -0.242
F -8.27530 4.68053 -5.70026  -0.193
F -8.34423 2.83915 -4.47817  -0.177
S -8.79054 5.17580 -3.14453  1.037
O -8.10089 6.47195 -3.09599  -0.659
O -10.19806 5.30102 -3.51441  -0.676
O -8.63067 4.38412 -1.96490  -0.644
O -11.43344 1.79345 -0.67806  -0.628
H -10.68352 2.38668 -0.72208  0.345
H -11.94834 2.11213 0.06325  0.287
O -9.93897 9.83284 -1.46294  -0.628
H -9.15929 9.29836 -1.61350  0.325
H -9.59879 10.71184 -1.29598  0.301
O -6.90542 9.74583 -4.85590  -0.661
H -7.01902 8.86858 -4.49016  0.361
H -7.70016 10.21584 -4.60347  0.301
O -11.70033 3.00507 -9.00068  -0.648
H -11.64569 2.05168 -8.93511  0.317
H -11.83243 3.30041 -8.09982  0.330
O -14.31031 5.32957 -2.27924  -0.653
H -13.51726 5.27329 -2.81230  0.347
H -14.04884 5.84064 -1.51329  0.308
O -2.26054 5.99428 -4.36108  -0.637
H -2.68679 5.23580 -4.76014  0.328
H -2.26432 6.66075 -5.04811  0.309
O -12.11564 1.21014 -4.57525  -0.639
H -12.17960 1.56060 -3.68680  0.321
H -11.65668 0.37653 -4.47192  0.312
O -7.07781 7.16843 1.26295  -0.631
H -7.65672 7.60631 1.88693  0.300
H -7.66595 6.82384 0.59096  0.330
O -12.09114 7.37544 -6.29607  -0.654
H -12.04708 6.88243 -5.47678  0.334
H -11.17657 7.51467 -6.54185  0.318
O -6.87994 1.27803 1.20892  -0.604
H -7.28882 1.46020 2.05501  0.293
H -7.61395 1.19964 0.59958  0.312

---

Number 1 is which compound? C67H166BaN11O25